No. 1
{"formula": "CHCuF3O4P", "method": "ωB97M-V with the def2-TZVPD basis set", "elements": ["P", "F", "F", "F", "O", "O", "O", "O", "C", "H", "Cu"], "coordinates": [[-0.63983, -1.82701, -1.46784], [0.19768, -2.39984, -0.29079], [-0.76961, -3.09000, -2.37087], [-2.07284, -1.74605, -0.87369], [-0.11672, -0.65292, -2.17957], [0.20388, 2.72499, 0.60922], [0.55202, 0.55930, 0.90157], [0.72891, 1.98026, 2.62779], [0.45492, 1.73656, 1.33286], [1.31974, 1.29314, 2.95961], [0.14185, 1.42157, -1.24831]], "forces_ev_per_a": [[0.1856, -0.7491, 0.1672], [-0.8271, 0.7017, -1.0642], [0.0856, 1.0005, 0.6380], [1.2262, 0.1276, -0.4069], [-0.5585, -0.4067, 0.8960], [-0.5188, 0.0238, -0.8488], [-0.1474, -0.3540, -0.2639], [0.1522, 0.4402, 0.4522], [0.7275, -0.3751, -0.8643], [-0.3891, -0.2308, -0.1115], [0.0638, -0.1781, 1.4060]], "multiplicity": 1, "total_charge": 0, "lumo_energy_ev": -0.6}


No. 2
{"formula": "C37H39N2O4", "method": "ωB97M-V with the def2-TZVPD basis set", "elements": ["C", "C", "C", "C", "O", "C", "C", "C", "C", "C", "C", "C", "C", "O", "C", "C", "C", "C", "C", "H", "H", "H", "H", "H", "H", "H", "H", "H", "H", "H", "H", "H", "H", "H", "H", "C", "C", "O", "C", "C", "C", "N", "C", "C", "C", "C", "O", "C", "C", "C", "C", "C", "C", "C", "N", "C", "C", "C", "C", "H", "H", "H", "H", "H", "H", "H", "H", "H", "H", "H", "H", "H", "H", "H", "H", "H", "H", "H", "H", "H", "H", "H"], "coordinates": [[7.75215, -3.01304, -1.49224], [6.78529, -2.75839, -0.32328], [5.43344, -2.94795, -0.94428], [5.63918, -3.41630, -2.27958], [6.94778, -3.44159, -2.65971], [4.56419, -3.73526, -3.11437], [3.29191, -3.64895, -2.58993], [3.03047, -3.04086, -1.30249], [1.69563, -2.78370, -0.81809], [0.52481, -3.23296, -1.53699], [-0.55195, -3.77997, -0.79801], [-1.68515, -4.22653, -1.45061], [-1.75190, -4.14507, -2.86711], [-2.95679, -4.51856, -3.37849], [-3.79754, -4.96579, -2.24446], [-2.97535, -4.79222, -0.95693], [-0.73127, -3.55832, -3.62746], [0.38734, -3.07751, -2.96145], [4.15038, -2.76529, -0.46846], [8.29454, -2.10389, -1.79548], [8.46886, -3.82047, -1.29052], [6.97498, -3.47714, 0.48688], [6.90970, -1.74681, 0.07575], [4.76232, -4.13441, -4.11568], [2.46881, -4.03600, -3.17273], [1.63357, -2.82439, 0.28598], [-0.46931, -3.86255, 0.29330], [-4.70809, -4.34980, -2.25295], [-4.06393, -6.01611, -2.43069], [-2.84088, -5.75210, -0.43977], [-3.47747, -4.10169, -0.26992], [-0.81473, -3.56504, -4.70938], [1.15626, -2.56028, -3.52784], [3.99549, -2.42796, 0.56655], [-1.79289, 3.27155, -0.98294], [-1.87049, 3.31837, 0.11854], [-0.47354, 3.01850, 0.68182], [0.36145, 3.98005, 0.08940], [0.06457, 1.60724, 0.43631], [-0.22373, 0.94421, -0.73414], [0.38970, -0.31592, -0.93655], [1.22751, -0.91051, -0.07701], [1.47265, -0.28676, 1.12663], [0.93790, 1.00992, 1.40225], [1.30059, 1.62753, 2.61619], [2.08906, 0.96949, 3.57932], [2.37750, 1.48032, 4.80566], [1.80574, 2.73862, 5.20442], [2.59818, -0.33154, 3.29683], [2.28137, -0.92383, 2.10122], [-2.43692, 4.69668, 0.52726], [-3.86988, 4.53094, 1.09156], [-3.76082, 3.65328, 2.36464], [-3.10469, 2.32656, 2.00727], [-2.77035, 2.22700, 0.51090], [-4.05280, 2.36179, -0.22704], [-4.74143, 3.70810, 0.06628], [-5.05593, 4.50216, -1.18768], [-5.51184, 5.76787, -1.13832], [-0.55776, 3.19782, 1.76795], [1.29043, 3.84861, 0.37005], [-0.92357, 1.34729, -1.48566], [0.15656, -0.87062, -1.85751], [0.94927, 2.63533, 2.83392], [2.15547, 2.90844, 6.22405], [2.15667, 3.53074, 4.53477], [0.71192, 2.67674, 5.17373], [3.22391, -0.83199, 4.03957], [2.67035, -1.91360, 1.89144], [-1.76990, 5.17766, 1.25986], [-2.45033, 5.32596, -0.36982], [-4.32556, 5.50701, 1.29138], [-3.17591, 4.18073, 3.12777], [-4.76467, 3.47360, 2.76692], [-2.18671, 2.16365, 2.58930], [-3.78998, 1.49075, 2.21896], [-3.83695, 2.25165, -1.29604], [-4.70508, 1.53113, 0.08178], [-5.69369, 3.49355, 0.58582], [-4.96858, 3.95461, -2.13917], [-5.76371, 6.29899, -2.05762], [-5.68584, 6.27718, -0.18381]], "forces_ev_per_a": [[0.1960, -0.0419, -0.5578], [0.2099, 0.0460, 0.3594], [-0.1930, -0.6602, -1.1067], [0.2272, 1.0023, 0.4632], [-1.0044, 0.0352, 1.0770], [0.7122, -0.6395, 0.0456], [-0.2388, 1.0717, 0.8755], [0.9392, -0.0169, -1.0480], [0.1614, -1.6447, 2.2136], [-0.5621, 0.6688, -0.8533], [-0.1158, -0.0983, -0.0700], [0.6084, 0.1705, -1.0348], [-0.5209, 0.6296, 0.5695], [0.7594, -0.1510, 0.9989], [-0.1322, -0.1190, -0.5112], [-0.3131, -0.1622, 0.4044], [-0.1052, -0.5513, 0.1727], [-0.2645, -0.3439, 0.9389], [0.1345, -0.0429, -0.0884], [-0.2050, -0.4079, 0.0580], [-0.2364, 0.3100, -0.0978], [-0.1583, 0.2428, -0.1498], [0.0018, -0.1821, 0.0133], [-0.1970, 0.1207, 0.4642], [0.1316, 0.0814, 0.0446], [-0.0792, -1.0855, -1.0800], [-0.0455, 0.1002, -0.4435], [0.3564, -0.2202, -0.0907], [0.0771, 0.4169, -0.0241], [-0.0175, 0.2722, -0.0944], [0.1293, -0.1637, -0.0403], [0.0006, 0.3374, 0.1353], [-0.1625, -0.0817, 0.1279], [0.1154, -0.0020, -0.6712], [0.0022, 0.0550, 0.3205], [-0.1890, -0.9215, -0.1962], [-0.6490, 0.1189, 0.4080], [1.2887, 0.2074, -0.0021], [-0.2714, 0.5636, -0.1336], [0.2964, -0.4946, 0.3372], [0.3204, -0.0878, 0.2134], [-1.4361, 1.8856, -1.5503], [0.0560, 0.0650, -0.3193], [0.1483, -0.6467, -0.4899], [0.6156, -0.0908, 1.4131], [-0.7830, 0.6775, -0.5733], [0.0123, -0.1836, -0.3870], [0.1313, -0.4459, -0.4179], [-0.2729, 0.2764, -0.1318], [0.2883, 0.0022, 0.2194], [0.0314, 0.3052, -0.2344], [0.4484, -1.2047, -0.3048], [-0.3845, 0.8946, -0.0853], [0.3838, -0.7550, -1.3441], [-0.9125, -0.0277, 1.2267], [0.5714, -0.1874, 0.5694], [-0.1740, 0.7771, 0.3804], [-0.5491, 0.7391, 0.3164], [0.2129, -0.9415, -0.4184], [0.1843, -0.0983, -0.2580], [-0.7468, 0.1216, -0.1757], [0.5596, -0.2954, 0.5553], [0.2423, 0.3046, 0.4816], [0.0582, -0.3735, -0.0398], [-0.0884, -0.0049, -0.2438], [-0.0536, 0.0138, 0.1867], [0.1351, 0.0623, 0.0639], [-0.2637, 0.1688, -0.2498], [-0.1009, 0.1150, 0.0890], [-0.2671, -0.0425, -0.1187], [-0.0241, 0.0962, 0.3047], [0.1189, -0.3104, 0.0332], [-0.1486, -0.0260, -0.0704], [0.1577, 0.1324, 0.0521], [-0.2366, -0.0807, -0.2403], [0.3624, 0.1849, -0.0842], [-0.0248, 0.0045, 0.0960], [0.2684, 0.1490, -0.1720], [0.2448, 0.1378, -0.2283], [0.0294, 0.4810, 0.3110], [0.0519, -0.0757, 0.3352], [0.1465, -0.1357, -0.4439]], "multiplicity": 1, "total_charge": 1, "lumo_energy_ev": -3.6}


No. 3
{"formula": "C7H16N", "method": "ωB97M-V with the def2-TZVPD basis set", "elements": ["C", "C", "C", "C", "C", "C", "C", "N", "H", "H", "H", "H", "H", "H", "H", "H", "H", "H", "H", "H", "H", "H", "H", "H"], "coordinates": [[-0.94576, -1.63731, -0.84876], [-1.64522, -0.72466, 0.15213], [-0.82211, 0.00462, 1.09138], [0.41155, -0.49449, 1.58757], [3.19659, 0.73855, -0.80879], [1.81888, 0.49694, -0.31733], [1.56172, -0.21533, 0.81428], [-2.86869, 1.16740, -0.93921], [-1.34457, -1.42291, -1.84101], [-1.24188, -2.65205, -0.58150], [0.13630, -1.56974, -0.87588], [-2.47142, -1.21001, 0.66842], [-0.50570, 1.17649, 0.47205], [-1.47441, 0.43074, 1.85886], [0.69480, -0.64919, 2.62236], [-0.63184, 1.89024, 0.07114], [3.96038, 0.36130, -0.12372], [3.35883, 0.29569, -1.79479], [3.34912, 1.82361, -0.77854], [1.13678, 1.01988, -0.98091], [2.47499, -0.54766, 1.30541], [-2.20872, 0.24905, -0.50680], [-3.83489, 1.11055, -1.24114], [-2.41149, 1.79213, -1.59264]], "forces_ev_per_a": [[-1.1105, 0.1329, 0.1183], [4.0877, -3.1177, 1.5189], [-2.5799, -2.0948, 2.5712], [0.7353, 2.9181, -2.5157], [0.5354, 0.0438, 1.2718], [0.0318, 0.2170, -0.7935], [1.2921, -1.3449, 0.6755], [1.1169, 0.3578, 1.0373], [0.0864, -0.1717, -0.1100], [0.1001, -0.1239, -0.2685], [0.0253, 0.2386, 0.0486], [-0.7651, 0.8245, -0.5459], [0.1294, 2.3075, -1.1671], [0.1354, -0.1541, 0.1493], [-1.0058, -0.3989, 0.2078], [0.2819, -0.4167, 0.4205], [-0.1490, -0.2920, -0.1105], [-0.1229, 0.3987, -0.0821], [-0.0089, -0.0191, -0.6952], [-0.7257, -0.5299, 0.3428], [0.0295, -0.1125, -0.1430], [-2.7851, 3.2245, -2.2464], [0.1279, -1.3585, 0.2857], [0.5378, -0.5285, 0.0301]], "multiplicity": 1, "total_charge": 1, "lumo_energy_ev": -6.6}


In the order shown, the computed relative energy (zero: lowest compared OMol25 entry of this formula, charge and spin) values come out to 0.0; 85.0; 777.4 kJ/mol.
In the order shown, the computed frontier orbital gap values come out to 8.4; 7.0; 6.1 eV.